Record 1
Here is 3 unconnected molecules or ions with the total composition C41H74F3IN2O9P at a distorted geometry from the Open Molecules 2025 dataset. Energies are from wB97M-V/def2-TZVPD.

Output
gap between HOMO and LUMO	6.093	eV
E_HOMO	-8.947	eV
E	-3331.0424	a.u.
F_max	4.406	eV/A
net charge	+1

Last column: Mulliken charge in e.
Element x y z (Å)
C: -1.207 -1.845 3.292  -0.920
C: -0.519 -2.551 2.239  -0.079
C: -1.139 -2.836 0.786  -1.304
N: -0.664 -1.876 -0.274  1.550
C: -1.080 -0.480 0.061  -1.251
C: -2.117 -0.025 -1.117  -0.334
C: -2.440 1.550 -1.108  0.784
C: -3.966 1.725 -0.558  -1.497
C: -2.320 2.037 -2.660  -0.684
C: -2.857 3.523 -2.907  -0.674
C: -1.732 4.664 -2.799  -0.799
C: -0.306 4.415 -2.972  0.604
C: 0.583 4.564 -1.637  -0.773
C: 0.276 3.990 -4.404  -0.762
C: 0.790 -2.015 -0.532  -0.449
C: 1.403 -0.995 -1.601  -0.853
O: 2.343 -0.143 -0.851  -0.326
C: 3.348 0.384 -1.718  0.369
C: 3.058 1.766 -2.377  -0.130
C: 4.135 2.421 -3.300  -0.310
C: 5.527 1.745 -3.582  -0.518
C: 5.801 0.346 -2.934  -0.754
C: 4.721 -0.314 -2.006  -0.031
C: 1.022 -3.524 -1.111  -0.003
C: 0.331 -3.746 -2.557  -1.208
P: 2.897 -3.882 -1.367  0.700
O: 3.160 -5.383 -1.590  -0.740
N: 0.540 -4.603 -0.185  0.095
C: -0.813 -4.371 0.420  -0.099
C: -0.856 -5.295 1.767  -0.632
C: -0.960 -6.892 1.405  -0.620
C: -2.380 -7.526 1.809  -1.023
I: -2.274 -9.730 1.678  0.065
C: -2.047 -4.902 -0.488  -1.039
O: -2.619 -3.884 -1.353  -0.193
C: -4.021 -3.807 -1.238  0.877
F: -4.456 -2.771 -2.123  -0.246
F: -4.480 -3.440 0.046  -0.238
F: -4.653 -4.990 -1.683  -0.246
H: -0.669 -0.950 3.772  0.253
H: -2.245 -2.148 3.664  0.257
H: 0.547 -2.889 2.465  0.191
H: -2.274 -2.658 0.873  0.796
H: -1.711 -0.416 1.030  0.366
H: -0.223 0.262 0.202  0.289
H: -3.106 -0.566 -0.848  0.068
H: -1.809 -0.448 -2.138  0.202
H: -1.752 2.130 -0.405  0.299
H: -4.249 0.938 0.219  0.374
H: -4.708 1.647 -1.444  0.253
H: -4.148 2.767 -0.108  0.333
H: -2.933 1.268 -3.264  0.446
H: -1.224 1.869 -2.947  0.047
H: -3.743 3.836 -2.264  0.355
H: -3.235 3.552 -4.006  0.324
H: -2.083 5.719 -2.542  0.341
H: 1.634 4.925 -1.901  0.301
H: 0.580 3.526 -1.125  -0.038
H: 0.058 5.275 -0.913  0.438
H: 1.050 4.746 -4.766  0.342
H: -0.533 3.886 -5.215  0.273
H: 0.784 2.949 -4.334  0.123
H: 1.450 -1.964 0.419  0.195
H: 0.631 -0.257 -2.044  -0.080
H: 1.905 -1.488 -2.507  0.665
H: 2.054 2.259 -2.159  0.122
H: 3.874 3.452 -3.739  0.334
H: 6.297 2.282 -4.239  0.350
H: 6.813 -0.138 -3.132  0.399
H: 4.985 -1.324 -1.550  0.250
H: -0.166 -4.790 -2.592  0.314
H: -0.488 -2.972 -2.794  0.123
H: 1.121 -3.766 -3.393  0.549
H: 3.606 -3.289 -0.273  0.127
H: 3.274 -3.143 -2.555  0.130
H: 0.559 -5.536 -0.656  0.848
H: 1.241 -4.666 0.588  0.853
H: 0.128 -5.206 2.371  0.330
H: -1.774 -5.013 2.407  0.409
H: -0.649 -7.106 0.315  0.349
H: -0.174 -7.446 2.049  0.487
H: -2.564 -7.259 2.913  0.428
H: -3.246 -7.225 1.133  0.396
H: -2.881 -5.335 0.179  0.266
H: -1.644 -5.737 -1.174  0.229
C: 10.333 -0.230 4.017  -0.842
O: 9.964 0.588 2.920  -0.291
C: 10.971 0.712 1.926  -0.532
C: 10.428 0.433 0.524  -0.198
O: 10.004 -0.905 0.269  -0.485
C: 8.855 -1.380 0.974  -0.415
C: 7.538 -0.676 0.660  -0.013
O: 7.527 0.658 1.146  -0.329
C: 7.073 1.617 0.207  -0.750
H: 10.859 0.372 4.765  0.287
H: 9.422 -0.628 4.467  0.235
H: 10.957 -1.073 3.709  0.409
H: 11.821 0.052 2.128  0.353
H: 11.331 1.745 1.961  0.386
H: 11.248 0.616 -0.180  0.439
H: 9.649 1.142 0.249  -0.006
H: 9.053 -1.409 2.045  0.126
H: 8.746 -2.428 0.669  0.422
H: 6.724 -1.209 1.170  0.339
H: 7.347 -0.716 -0.419  -0.057
H: 7.351 1.356 -0.819  0.381
H: 7.533 2.577 0.449  0.307
H: 5.987 1.716 0.281  0.226
C: -8.402 1.258 1.563  -0.899
O: -8.077 2.606 1.270  -0.223
C: -9.146 3.346 0.697  -0.557
C: -9.370 4.677 1.417  -0.273
O: -9.831 4.593 2.764  -0.463
C: -8.938 4.044 3.736  -0.274
C: -7.661 4.837 3.999  -0.500
O: -6.781 4.800 2.882  -0.239
C: -6.261 6.062 2.507  -0.869
H: -8.229 0.638 0.678  0.276
H: -7.745 0.914 2.364  0.231
H: -9.435 1.149 1.901  0.443
H: -10.078 2.771 0.693  0.378
H: -8.873 3.553 -0.342  0.358
H: -10.160 5.206 0.874  0.427
H: -8.493 5.319 1.351  0.061
H: -8.725 3.000 3.508  0.050
H: -9.510 4.027 4.671  0.426
H: -7.129 4.378 4.841  0.368
H: -7.917 5.866 4.278  0.348
H: -6.978 6.872 2.677  0.410
H: -6.029 6.034 1.440  0.219
H: -5.341 6.262 3.063  0.298


Record 2
Here is 10 unconnected molecules or ions with the total composition C41H75BrCl19IN3O2P2 at a distorted geometry from the Open Molecules 2025 dataset. Energies are from wB97M-V/def2-TZVPD.

Output
gap between HOMO and LUMO	8.079	eV
E_HOMO	-10.592	eV
E	-14219.2389	a.u.
F_max	6.617	eV/A
net charge	+1

Last column: Mulliken charge in e.
Element x y z (Å)
C: 8.117 -1.831 1.956  -0.851
C: 7.346 -1.109 0.662  0.508
C: 8.077 0.041 -0.250  -0.617
C: 7.171 0.701 -1.481  -0.460
C: 5.616 0.225 -1.804  -0.260
C: 4.870 -0.957 -0.900  0.194
C: 3.356 -1.528 -1.165  -0.087
C: 2.160 -0.357 -1.105  -1.011
N: 1.059 -0.855 -1.977  0.675
P: 1.133 -0.284 -3.706  0.248
N: 2.271 -1.342 -4.652  -0.214
O: 1.807 1.302 -3.857  -0.363
C: -0.361 -0.741 -1.575  -0.651
Cl: -1.379 -0.270 -3.101  -0.143
C: -0.802 0.250 -0.373  -0.799
C: -1.812 -0.488 0.676  0.029
C: -3.366 0.095 0.464  -0.815
C: -4.260 -0.831 -0.567  -0.800
I: -4.736 -2.836 0.191  0.042
C: 0.435 1.128 0.306  1.776
C: 0.693 2.304 -0.860  -0.637
C: 0.029 3.756 -0.567  0.014
C: 1.059 4.851 0.168  -0.516
Br: -0.213 4.571 -2.433  -0.153
P: 0.000 2.054 1.904  -0.138
C: 0.175 0.991 3.504  -0.339
O: -1.742 2.436 1.960  -0.599
C: 1.760 0.108 0.423  0.479
C: 1.407 -1.311 1.216  -1.125
C: 2.989 0.742 1.306  -0.414
C: 3.890 1.901 0.600  0.063
N: 4.722 2.722 1.370  -0.801
C: 5.816 -1.593 0.324  -0.634
H: 9.257 -1.561 2.012  0.290
H: 7.894 -2.976 2.043  0.231
H: 7.620 -1.327 2.917  0.227
H: 9.197 0.361 -0.020  0.265
H: 7.671 1.529 -2.176  0.282
H: 5.052 0.721 -2.720  0.242
H: 3.082 -2.510 -0.599  0.274
H: 3.380 -1.843 -2.319  0.190
H: 2.744 0.580 -1.563  0.001
H: 1.227 -1.903 -2.102  0.773
H: 3.225 -0.872 -4.624  0.298
H: 2.326 -2.295 -4.231  -0.117
H: 1.817 1.573 -4.825  0.153
H: -0.778 -1.827 -1.306  0.342
H: -1.491 1.090 -0.878  0.928
H: -1.582 -0.338 1.811  -0.250
H: -1.922 -1.661 0.524  0.438
H: -3.391 1.240 0.219  0.345
H: -3.879 -0.029 1.534  0.314
H: -3.744 -0.844 -1.626  0.208
H: -5.302 -0.267 -0.695  0.436
H: 1.821 2.486 -1.096  -0.246
H: 0.222 1.952 -1.901  0.043
H: -1.053 3.774 -0.140  0.414
H: 0.838 5.963 -0.186  0.125
H: 2.150 4.545 -0.165  0.228
H: 1.015 4.748 1.338  0.223
H: 1.070 0.244 3.498  -0.210
H: 0.330 1.739 4.421  0.301
H: -0.809 0.377 3.724  0.457
H: -2.194 1.697 2.483  0.324
H: 2.317 -1.783 1.775  0.223
H: 0.517 -1.256 1.954  0.290
H: 1.100 -2.099 0.373  0.224
H: 3.740 -0.164 1.517  -0.227
H: 2.694 1.141 2.364  0.521
H: 3.911 2.142 -0.567  0.246
H: 4.584 2.408 2.362  0.298
H: 5.369 -2.454 1.005  0.189
Cl: -9.709 -3.230 3.323  -0.212
C: -9.883 -3.255 1.550  0.255
C: -8.902 -2.317 0.864  -0.103
Cl: -9.277 -0.604 1.178  -0.209
H: -10.920 -3.002 1.308  -0.438
H: -9.699 -4.285 1.229  0.360
H: -8.951 -2.458 -0.220  0.319
H: -7.873 -2.504 1.186  0.017
Cl: -1.444 6.153 -5.187  -0.211
C: -2.808 6.528 -4.104  0.169
C: -3.988 7.127 -4.853  -0.501
Cl: -3.635 8.762 -5.467  -0.188
H: -2.444 7.200 -3.321  -0.319
H: -3.106 5.586 -3.634  0.351
H: -4.846 7.220 -4.181  0.322
H: -4.287 6.503 -5.701  0.339
Cl: 2.403 -4.278 -3.252  -0.089
C: 2.996 -5.820 -3.919  -0.544
C: 3.719 -5.631 -5.244  -0.524
Cl: 2.611 -5.146 -6.551  -0.156
H: 2.142 -6.497 -4.018  0.327
H: 3.682 -6.242 -3.178  0.315
H: 4.178 -6.575 -5.553  0.388
H: 4.508 -4.877 -5.169  0.307
Cl: -12.852 -2.584 0.315  -0.237
C: -13.093 -1.230 1.447  -0.305
C: -14.446 -1.292 2.137  -0.452
Cl: -15.791 -0.982 1.010  -0.184
H: -12.966 -0.296 0.891  0.345
H: -12.293 -1.294 2.192  0.202
H: -14.503 -0.524 2.915  0.307
H: -14.616 -2.265 2.608  0.323
Cl: 9.890 -5.236 2.772  -0.181
C: 10.770 -4.379 4.062  -0.407
C: 10.280 -4.770 5.448  -0.436
Cl: 8.629 -4.180 5.768  -0.171
H: 10.668 -3.304 3.886  0.256
H: 11.826 -4.644 3.954  0.335
H: 10.927 -4.325 6.210  0.292
H: 10.285 -5.855 5.587  0.318
Cl: 3.977 -1.020 4.288  -0.050
C: 3.543 -1.325 5.988  -0.599
C: 2.226 -0.667 6.371  -0.411
Cl: 2.347 1.110 6.407  -0.170
H: 4.366 -0.973 6.617  0.336
H: 3.463 -2.410 6.105  0.302
H: 1.931 -0.984 7.376  0.406
H: 1.423 -0.939 5.679  0.230
Cl: -4.088 -4.963 6.061  -0.190
C: -5.806 -4.498 6.124  -0.447
C: -6.576 -4.979 4.905  -0.479
Cl: -6.089 -4.123 3.420  -0.076
H: -5.859 -3.410 6.232  0.315
H: -6.223 -4.951 7.029  0.316
H: -7.645 -4.790 5.042  0.219
H: -6.439 -6.052 4.738  0.331
Cl: 2.218 1.858 -7.511  -0.186
C: 1.012 0.941 -8.449  -0.474
C: 0.962 -0.523 -8.043  0.113
Cl: 2.439 -1.403 -8.513  -0.178
H: 1.249 1.057 -9.511  0.369
H: 0.042 1.411 -8.263  0.290
H: 0.126 -1.020 -8.545  0.337
H: 0.827 -0.639 -6.963  -0.225
Cl: -2.320 7.937 -1.223  -0.186
C: -0.782 8.774 -0.892  -0.249
C: -0.998 10.189 -0.378  -0.519
Cl: -1.662 11.266 -1.633  -0.179
H: -0.187 8.765 -1.810  0.350
H: -0.256 8.182 -0.138  0.160
H: -0.042 10.620 -0.065  0.344
H: -1.678 10.208 0.480  0.323


LUMO level readings, ordered: -2.85; -2.51 eV